18
Properties=species:S:1:pos:R:3:forces:R:3 method="wB97M-V/def2-TZVPD" homo_energy_ev=-9.1 relative_energy_kj_mol=509.4 orbital_gap_ev=9.407 charge=0
C 0.770 -0.805 0.921 -4.3 -4.2 3.3
C 0.100 -0.459 -1.364 -3.1 0.7 -2.9
C -0.714 1.125 0.486 -2.2 -2.4 -3.1
C -0.386 -0.356 0.045 -0.3 2.3 1.7
N -4.001 0.291 -0.026 1.7 -1.7 1.4
O -4.593 0.594 -0.954 -1.9 1.3 -2.6
O -2.928 -0.770 -0.529 -0.9 0.4 -1.0
O -4.099 0.511 1.121 0.5 0.1 1.0
S -1.825 -1.417 0.403 1.0 -0.3 0.9
H 0.878 -1.905 0.777 0.6 0.6 -0.4
H 1.618 -0.290 0.781 3.0 1.8 -0.6
H 0.494 -0.857 2.048 0.4 0.8 -1.7
H 0.641 0.388 -1.801 -0.2 0.2 0.6
H -0.761 -0.707 -2.155 1.8 0.5 1.8
H 0.765 -1.239 -1.333 1.5 -2.2 -0.7
H -1.455 1.268 1.194 -0.9 -0.4 2.4
H 0.154 1.593 0.680 2.9 1.9 0.8
H -1.242 1.625 -0.312 0.4 0.3 -1.0

52
Properties=species:S:1:pos:R:3:forces:R:3 method="wB97M-V/def2-TZVPD" homo_energy_ev="-14.0 / -14.0" relative_energy_kj_mol=143.7 orbital_gap_ev="5.731 / 5.729" charge=+2
Rh -0.541 1.581 -0.853 0.5 0.1 2.1
C -6.099 1.184 0.048 0.1 0.1 0.0
S -5.051 0.365 -1.171 0.1 0.0 -0.1
C -3.573 1.217 -0.962 0.2 0.1 -0.2
S -2.334 0.921 -2.180 0.4 0.3 0.2
N -3.398 2.089 -0.031 -0.9 -0.1 0.9
N -2.183 2.658 -0.031 1.7 -1.0 -1.6
C -2.047 3.927 0.102 -0.1 -0.1 0.1
C -0.752 4.508 -0.167 0.3 0.4 0.0
C -0.478 5.857 -0.001 -0.2 -0.2 0.1
C 0.748 6.347 -0.431 0.2 -0.1 0.0
C 1.662 5.472 -0.997 -0.1 0.1 0.1
C 1.327 4.130 -1.109 0.2 0.0 -0.1
N 0.150 3.666 -0.707 -0.7 -0.9 -0.7
H -7.068 0.695 -0.014 0.0 0.0 0.0
H -6.197 2.238 -0.199 0.0 0.0 0.0
H -5.676 1.062 1.041 0.0 0.0 0.0
H -2.913 4.552 0.285 -0.1 -0.1 0.2
H -1.221 6.503 0.447 0.0 0.0 0.0
H 0.979 7.399 -0.331 0.0 0.0 0.0
H 2.622 5.816 -1.354 0.0 0.0 0.0
H 2.015 3.412 -1.533 -0.1 0.0 0.0
N 3.887 0.802 0.134 -0.2 0.2 -0.2
C 2.577 0.810 0.363 0.3 -0.2 0.6
O 1.779 1.244 -0.489 -0.8 0.2 -0.4
C 2.139 0.292 1.712 0.0 -0.2 -0.3
I 2.454 -1.835 1.809 -0.1 0.1 0.0
H 4.247 1.111 -0.755 0.0 0.0 0.0
H 4.542 0.455 0.815 0.0 -0.1 0.0
H 1.082 0.480 1.862 0.0 0.0 0.0
H 2.726 0.720 2.520 0.0 0.1 0.0
S -0.709 -5.107 -0.634 0.1 0.1 -0.1
C -0.661 -3.323 -0.596 -0.1 -0.3 0.1
C 0.146 -2.603 -1.471 0.0 0.2 0.1
C 0.203 -1.233 -1.337 0.2 -0.2 -0.1
N -0.500 -0.576 -0.405 -0.7 1.3 -0.8
C -1.318 -1.257 0.399 -0.1 0.1 0.3
C -1.418 -2.633 0.344 0.2 0.2 0.0
C 0.896 -5.346 0.143 -0.3 0.0 0.0
C 0.924 -5.616 1.503 0.2 0.0 0.1
C 2.171 -5.779 2.105 -0.4 0.1 -0.3
N 3.300 -5.682 1.424 0.7 0.0 0.3
C 3.271 -5.448 0.120 -0.4 0.0 -0.1
C 2.078 -5.274 -0.576 0.2 0.0 0.0
H 0.723 -3.096 -2.240 0.0 0.0 0.0
H 0.850 -0.642 -1.977 -0.1 0.0 0.0
H -1.884 -0.684 1.124 0.0 0.0 -0.1
H -2.057 -3.158 1.040 0.0 0.0 0.0
H 0.013 -5.705 2.078 0.0 0.0 0.0
H 2.253 -5.994 3.164 0.0 0.0 0.0
H 4.227 -5.408 -0.387 0.0 0.0 0.0
H 2.085 -5.112 -1.646 0.0 0.0 0.0

127
Properties=species:S:1:pos:R:3:forces:R:3 method="wB97M-V/def2-TZVPD" homo_energy_ev=-2.9 orbital_gap_ev=2.554 charge=-1
Rb -1.086 1.003 1.254 -0.8 0.7 -0.6
C 0.334 0.149 -3.286 -0.1 0.0 0.0
N -0.914 0.886 -3.133 0.0 0.0 -0.1
C -2.033 -0.020 -3.361 0.0 0.1 0.0
C -3.323 0.439 -2.690 0.0 0.0 -0.1
N -3.572 -0.196 -1.399 0.0 -0.1 0.0
C -4.550 0.581 -0.656 0.0 0.0 0.0
C -3.911 -1.597 -1.505 0.0 0.1 0.0
C -5.208 -1.933 -1.889 0.0 0.0 0.0
C -5.644 -3.246 -1.966 0.0 0.0 0.0
C -4.737 -4.253 -1.651 0.0 0.0 0.0
C -3.445 -3.935 -1.283 0.1 0.0 0.0
C -2.967 -2.609 -1.198 0.0 0.1 -0.1
S -1.325 -2.300 -0.721 0.0 0.0 0.1
C -0.948 2.133 -3.802 0.1 0.0 0.1
C -1.947 2.411 -4.737 0.0 0.0 0.0
C -2.001 3.609 -5.446 0.0 0.0 0.0
C -1.012 4.554 -5.247 0.0 0.0 0.0
C -0.033 4.312 -4.297 0.1 0.0 0.1
C 0.019 3.150 -3.511 -0.1 0.0 -0.1
S 1.190 3.089 -2.222 0.2 -0.1 0.1
H 0.401 -0.307 -4.291 0.0 0.0 0.0
H 0.330 -0.654 -2.548 0.0 0.0 0.0
H 1.186 0.802 -3.122 0.0 0.0 0.0
H -1.749 -0.980 -2.932 0.0 0.0 0.0
H -2.193 -0.184 -4.440 0.0 0.0 0.0
H -4.183 0.258 -3.366 0.0 0.0 0.0
H -3.277 1.518 -2.532 0.1 0.0 0.0
H -5.410 0.908 -1.269 0.0 0.0 0.0
H -4.063 1.474 -0.254 -0.1 0.0 0.0
H -4.936 -0.004 0.175 0.0 0.0 0.0
H -5.893 -1.124 -2.123 0.0 0.0 0.0
H -6.661 -3.476 -2.262 0.0 0.0 0.0
H -5.037 -5.296 -1.689 0.0 0.0 0.0
H -2.742 -4.721 -1.035 0.0 0.0 0.0
H -2.714 1.676 -4.936 0.0 0.0 0.0
H -2.800 3.771 -6.161 0.0 0.0 0.0
H -1.007 5.486 -5.803 0.0 0.0 0.0
H 0.729 5.057 -4.101 0.0 0.0 0.0
F 3.820 -2.515 -2.814 0.0 0.0 0.0
C 3.720 -2.586 -1.461 0.0 0.0 0.0
C 2.671 -1.995 -0.811 0.1 0.0 0.0
C 2.630 -2.040 0.579 0.0 -0.1 -0.1
C 1.496 -1.354 1.246 0.1 0.1 -0.1
O 0.770 -0.648 0.570 0.5 -0.2 0.1
C 1.371 -1.598 2.674 0.1 -0.1 0.0
C 2.374 -2.241 3.293 -0.1 0.0 0.1
N 3.532 -2.712 2.684 0.1 0.0 0.0
C 4.574 -3.270 3.488 0.0 0.0 0.0
C 5.039 -2.490 4.680 0.0 0.0 -0.1
C 5.925 -2.607 3.474 -0.1 0.0 0.0
C 3.633 -2.688 1.312 0.0 0.0 0.0
C 4.680 -3.313 0.619 -0.1 0.0 0.0
C 4.719 -3.259 -0.764 0.0 0.0 0.0
N 5.810 -3.897 -1.439 0.0 -0.1 0.2
C 5.557 -4.606 -2.677 -0.1 0.0 -0.1
C 6.754 -5.556 -2.911 0.1 0.0 0.1
N 7.522 -5.601 -1.623 0.0 -0.1 0.1
C 8.192 -4.281 -1.373 0.0 -0.1 0.0
C 7.082 -3.207 -1.471 0.1 0.1 -0.1
C 0.159 -1.078 3.477 0.1 -0.2 0.1
O -0.570 -1.952 3.967 0.1 0.0 0.1
O 0.085 0.167 3.531 0.1 -0.1 0.1
H 1.879 -1.480 -1.341 0.0 0.0 0.0
H 2.334 -2.428 4.359 0.0 0.0 0.0
H 4.555 -4.353 3.590 0.0 0.0 0.0
H 5.296 -3.048 5.568 0.0 0.0 0.0
H 4.568 -1.531 4.850 0.0 0.0 0.0
H 6.800 -3.242 3.537 0.0 0.0 0.0
H 6.022 -1.727 2.854 0.0 0.0 0.0
H 5.449 -3.860 1.149 0.0 0.0 0.0
H 5.459 -3.953 -3.549 0.0 0.0 0.0
H 4.627 -5.164 -2.573 0.0 0.0 0.0
H 7.445 -5.180 -3.663 0.0 0.0 0.0
H 6.458 -6.569 -3.173 0.0 0.0 0.0
H 8.172 -6.382 -1.572 0.1 0.0 -0.1
H 6.819 -5.696 -0.881 -0.1 0.1 0.0
H 8.967 -4.167 -2.128 0.0 0.0 0.0
H 8.648 -4.337 -0.386 0.0 0.0 0.0
H 7.212 -2.618 -2.389 0.0 0.0 0.0
H 7.146 -2.527 -0.626 0.0 0.0 0.0
Br 5.010 2.512 4.695 0.0 0.0 0.0
C 3.553 2.952 3.550 -0.1 0.0 -0.1
C 3.198 2.071 2.541 0.1 0.0 0.0
C 2.131 2.376 1.719 0.0 0.0 0.0
C 1.408 3.555 1.908 -0.1 -0.2 0.0
C 1.784 4.430 2.922 0.0 0.0 0.0
C 2.862 4.133 3.746 0.0 0.0 0.0
N 0.238 3.743 1.155 0.0 0.2 0.1
C 0.225 4.564 0.192 0.0 -0.2 -0.2
C -0.971 4.745 -0.659 -0.1 0.1 0.1
C -0.987 5.798 -1.568 -0.1 -0.1 0.0
C -2.097 5.966 -2.376 0.0 0.0 0.0
C -3.154 5.085 -2.237 0.0 0.0 0.0
C -3.053 4.083 -1.281 -0.1 0.0 0.0
N -1.999 3.907 -0.495 0.0 0.1 0.0
H 3.740 1.145 2.403 0.0 0.0 0.0
H 1.847 1.698 0.922 0.0 0.0 0.0
H 1.211 5.334 3.083 0.0 0.0 0.0
H 3.147 4.809 4.540 0.0 0.0 0.0
H 1.086 5.183 -0.075 0.0 0.0 0.1
H -0.116 6.431 -1.668 0.0 0.0 0.0
H -2.124 6.751 -3.121 0.0 0.0 0.0
H -4.032 5.143 -2.866 0.0 0.0 0.0
H -3.875 3.386 -1.145 0.0 0.0 0.0
C -4.475 -2.360 2.661 0.0 0.0 0.0
C -3.434 -1.530 2.204 -0.1 0.0 0.0
N -3.489 -0.219 2.279 0.1 -0.1 0.1
C -4.564 0.358 2.837 -0.1 0.0 0.0
C -5.649 -0.380 3.333 0.0 0.0 0.0
C -5.580 -1.783 3.224 0.1 0.0 0.0
C -6.775 0.298 3.905 0.0 0.1 0.0
C -6.815 1.645 3.971 0.0 -0.1 0.0
C -5.731 2.437 3.466 0.0 0.0 0.0
C -5.739 3.842 3.512 0.1 0.0 0.0
C -4.672 4.539 3.007 0.0 0.0 0.0
C -3.604 3.816 2.451 0.0 0.0 0.0
N -3.570 2.505 2.394 0.0 0.0 0.0
C -4.608 1.810 2.896 -0.1 0.0 0.0
H -4.385 -3.431 2.546 0.0 0.0 0.0
H -2.552 -1.961 1.738 0.0 0.0 0.0
H -6.407 -2.387 3.583 0.0 0.0 0.0
H -7.599 -0.297 4.283 0.0 0.0 0.0
H -7.670 2.155 4.401 0.0 0.0 0.0
H -6.589 4.358 3.945 0.0 0.0 0.0
H -4.643 5.620 3.023 0.0 0.0 0.0
H -2.750 4.328 2.020 0.0 0.0 0.0

14
Properties=species:S:1:pos:R:3:forces:R:3 method="wB97M-V/def2-TZVPD" homo_energy_ev=-8.1 relative_energy_kj_mol=295.5 orbital_gap_ev=9.006 charge=0
C 1.365 -0.222 -0.530 -0.1 -0.2 0.3
C 0.743 0.277 0.797 -0.4 0.4 -0.5
C -0.772 0.576 0.667 0.2 -0.2 0.0
C -1.326 -0.110 -0.581 0.1 0.1 0.2
O -0.657 -1.403 -0.740 0.3 -0.2 -0.2
C 0.647 -1.562 -0.719 -0.2 0.6 -0.4
H 1.290 0.445 -1.413 -0.2 -0.2 0.5
H 2.428 -0.414 -0.342 -0.2 0.0 -0.3
H 1.280 1.108 1.266 0.0 -0.2 -0.2
H -0.998 1.647 0.622 0.1 -0.2 0.0
H -1.266 0.168 1.554 -0.1 0.2 -0.1
H -1.201 0.503 -1.482 0.2 -0.3 0.1
H -2.385 -0.372 -0.491 0.3 0.1 0.0
H 0.843 -0.594 1.433 0.1 0.0 0.6

8
Properties=species:S:1:pos:R:3:forces:R:3 method="wB97M-V/def2-TZVPD" homo_energy_ev=-10.1 smiles="N=C=O.FNCl" relative_energy_kj_mol=75.1 orbital_gap_ev=10.369 charge=0
N 2.227 1.043 -0.046 -0.2 0.2 0.2
C 1.484 0.129 0.144 1.8 0.1 -1.3
O 0.999 -0.925 0.015 -1.1 -0.4 0.8
H 2.667 1.905 0.193 -0.4 -0.1 0.4
F -2.527 -1.247 0.702 -0.9 -0.5 2.3
N -2.061 -0.648 -0.392 1.1 0.3 -2.5
Cl -1.539 1.044 -0.011 0.0 -1.6 0.0
H -1.250 -1.301 -0.605 -0.2 1.9 0.3

19
Properties=species:S:1:pos:R:3:forces:R:3 method="wB97M-V/def2-TZVPD" homo_energy_ev=-12.8 relative_energy_kj_mol=570.7 orbital_gap_ev=8.013 charge=+1
C 3.682 0.149 -0.151 -0.5 2.2 -1.1
C 2.562 -0.509 -0.052 0.0 -0.7 0.3
C 1.580 -1.233 0.248 1.7 0.5 0.0
C 0.216 1.614 -0.280 -0.8 -1.4 1.6
C -0.256 1.457 1.143 -1.0 -1.4 2.1
C -0.587 0.590 -0.024 0.3 1.6 -3.7
C -1.448 -0.380 -0.872 -1.2 2.2 5.2
N -1.713 -1.560 0.015 1.0 -0.9 -0.3
O 0.712 -1.933 0.605 -0.8 -1.1 0.5
H 3.768 0.863 -0.987 0.4 -0.6 0.0
H 1.117 2.094 -0.610 -0.5 0.3 -0.9
H 4.404 0.320 0.617 0.5 -0.6 0.6
H 0.483 0.973 1.816 -0.6 0.5 0.1
H -1.132 1.923 1.706 1.5 0.3 -1.0
H -0.917 -0.784 -1.642 1.0 -0.4 -2.7
H -2.448 0.102 -1.004 1.0 -0.3 -0.8
H -1.946 -1.298 1.000 -1.1 -0.3 -1.2
H -0.697 -1.938 0.235 -1.4 -0.1 -0.9
H -2.298 -2.189 -0.598 0.4 0.3 2.1

130
Properties=species:S:1:pos:R:3:forces:R:3 method="wB97M-V/def2-TZVPD" homo_energy_ev=-11.2 orbital_gap_ev=7.518 charge=+1
C -0.837 0.434 4.377 0.0 0.1 -0.9
B 0.211 0.412 3.226 0.1 0.0 0.4
O 1.564 0.391 3.438 -0.1 0.6 -0.7
C -0.250 0.361 1.661 0.2 0.0 0.1
C -0.672 1.459 0.899 0.1 -0.6 -0.2
C -0.667 2.817 1.570 0.3 0.0 0.9
F -1.549 2.707 2.626 -0.2 0.1 0.1
F -1.192 3.787 0.786 0.0 -0.1 -0.5
C 0.682 3.254 2.144 0.0 0.0 -0.6
C 1.940 2.805 1.381 0.0 0.3 -0.3
Si 2.769 4.139 0.304 0.4 0.0 0.3
C 1.740 4.768 -1.124 0.1 0.1 0.5
C 3.141 5.528 1.501 -0.1 -0.1 -0.3
C 4.385 3.370 -0.292 0.0 -0.2 0.1
C 4.752 2.061 0.043 0.2 0.1 -0.2
C 5.945 1.514 -0.418 0.1 0.2 -0.1
C 6.802 2.273 -1.206 0.0 0.1 -0.1
C 6.472 3.580 -1.543 -0.6 0.0 0.3
C 5.273 4.112 -1.079 -0.1 -0.1 0.0
C -1.046 1.236 -0.418 0.0 0.2 0.0
C -1.569 2.315 -1.330 -0.9 -0.1 0.3
O -0.886 3.071 -1.916 1.0 0.4 -0.7
O -2.906 2.228 -1.552 0.1 0.0 0.3
C -3.742 2.520 -0.418 -0.8 -0.1 -0.2
C -5.041 1.747 -0.581 0.5 0.1 0.3
C -6.103 2.169 0.419 -0.2 -0.4 -0.1
F -6.692 3.315 0.006 0.0 0.3 0.0
Br -5.386 2.430 2.208 0.0 0.0 0.0
C -7.203 1.074 0.479 -0.2 0.3 1.0
F -7.677 0.868 -0.745 0.0 -0.1 -0.3
F -6.658 -0.070 0.928 0.1 -0.2 -0.2
Br -8.662 1.522 1.684 0.1 0.0 -0.3
C -0.966 -0.025 -1.015 -0.1 0.1 0.4
C -1.348 -0.266 -2.448 0.1 -0.4 0.7
C -0.186 -0.732 -3.296 -0.2 0.3 0.4
O -0.360 -1.361 -4.269 0.1 -0.8 -1.3
O 1.059 -0.402 -2.814 -0.1 0.4 0.4
C 1.781 0.527 -3.563 0.8 0.2 0.3
C 2.956 1.073 -2.817 0.0 -0.6 -0.2
O 1.492 0.835 -4.664 -0.7 0.1 -0.7
C -0.520 -1.062 -0.217 -0.2 0.1 -0.2
Cl -0.403 -2.645 -0.824 0.1 -0.1 -0.1
N -0.183 -0.855 1.078 -0.1 -0.1 -0.1
C 0.297 -1.988 1.879 0.3 0.2 -0.1
C -0.628 -2.840 2.461 0.3 0.1 -0.1
C -0.150 -3.930 3.180 0.3 0.5 -0.2
C 1.227 -4.105 3.294 0.0 -0.1 0.1
C 2.139 -3.230 2.713 -0.6 0.0 0.0
C 1.671 -2.151 1.977 0.1 -0.4 0.2
H -0.846 1.406 4.869 0.1 0.0 0.3
H -1.832 0.265 3.982 -0.3 -0.1 0.2
H -0.587 -0.363 5.074 0.0 0.1 0.3
H 1.885 1.159 3.926 0.1 -0.4 0.6
H 0.673 2.944 3.185 0.1 -0.1 0.1
H 0.667 4.342 2.185 -0.2 0.1 0.1
H 2.707 2.570 2.116 0.1 -0.1 0.1
H 1.807 1.895 0.794 -0.2 -0.1 0.1
H 1.832 4.170 -2.022 -0.1 -0.1 -0.2
H 2.023 5.796 -1.340 0.2 0.1 -0.2
H 0.702 4.814 -0.808 -0.3 -0.1 -0.1
H 3.372 5.117 2.482 0.0 0.1 0.2
H 3.993 6.122 1.177 0.1 0.1 -0.1
H 2.285 6.194 1.594 -0.1 0.1 0.1
H 4.105 1.463 0.667 -0.1 -0.1 0.1
H 6.243 0.505 -0.172 -0.1 -0.1 0.1
H 7.728 1.843 -1.556 0.1 0.0 0.0
H 7.102 4.201 -2.159 0.2 -0.1 -0.1
H 5.007 5.132 -1.329 0.1 0.1 -0.1
H -3.973 3.582 -0.444 0.3 0.2 0.2
H -3.285 2.247 0.525 0.3 0.1 0.1
H -5.430 1.949 -1.574 -0.2 -0.2 -0.1
H -4.854 0.686 -0.436 0.0 -0.1 -0.2
H -1.829 0.588 -2.911 0.1 0.2 -0.1
H -2.071 -1.076 -2.482 -0.2 -0.1 -0.1
H 3.755 1.155 -3.545 0.2 0.1 0.0
H 3.267 0.402 -2.024 0.0 0.1 0.2
H 2.735 2.070 -2.449 -0.1 0.0 0.2
H -1.677 -2.639 2.315 -0.2 -0.1 0.2
H -0.846 -4.606 3.640 0.0 -0.1 0.1
H 1.621 -4.946 3.844 -0.1 -0.1 0.1
H 3.192 -3.411 2.844 0.2 0.1 -0.1
H 2.375 -1.484 1.505 -0.1 0.2 -0.1
O -3.477 -1.664 4.217 0.2 0.0 -0.1
C -3.837 -2.781 4.459 -0.3 0.2 -0.1
O -3.150 -3.863 4.023 -0.1 -0.2 0.1
C -3.874 -5.071 4.355 -0.1 -0.2 0.1
C -4.777 -4.684 5.518 -0.1 0.1 0.0
C -5.075 -3.217 5.211 0.2 -0.4 0.2
H -4.436 -5.387 3.475 0.0 0.0 0.0
H -3.161 -5.849 4.615 0.1 0.1 -0.1
H -5.661 -5.311 5.598 0.0 0.0 -0.1
H -4.226 -4.758 6.456 0.0 0.0 0.0
H -5.937 -3.103 4.552 0.0 0.1 0.0
H -5.211 -2.615 6.105 -0.1 0.2 -0.1
O -0.760 -7.543 -2.252 0.1 0.0 0.1
C -0.648 -6.695 -3.086 -0.3 -0.1 0.1
O 0.369 -5.793 -3.077 0.1 0.1 0.0
C 0.183 -4.831 -4.132 0.0 0.1 -0.2
C -0.719 -5.510 -5.149 -0.3 -0.2 0.1
C -1.574 -6.407 -4.253 0.4 0.2 -0.3
H -0.276 -3.938 -3.703 0.0 0.1 0.0
H 1.152 -4.562 -4.542 0.1 0.0 0.1
H -1.291 -4.808 -5.752 0.0 0.0 0.0
H -0.128 -6.121 -5.824 0.0 0.0 0.0
H -2.456 -5.889 -3.872 -0.1 -0.1 0.0
H -1.871 -7.330 -4.742 -0.1 0.0 0.2
O 0.700 -6.941 -8.968 -0.1 0.0 0.2
C 1.614 -6.332 -8.503 -0.1 0.0 -0.4
O 1.459 -5.474 -7.456 0.2 0.0 0.0
C 2.705 -4.806 -7.181 0.1 0.0 0.0
C 3.784 -5.709 -7.765 0.0 -0.1 -0.1
C 3.061 -6.335 -8.955 0.2 0.1 0.5
H 2.680 -3.823 -7.656 0.0 0.0 0.0
H 2.808 -4.676 -6.106 -0.1 0.0 0.0
H 4.694 -5.173 -8.026 0.0 0.1 0.0
H 4.045 -6.485 -7.045 0.0 0.0 0.0
H 3.142 -5.724 -9.855 0.0 -0.1 -0.1
H 3.392 -7.348 -9.166 -0.1 0.0 -0.2
O 1.462 4.603 4.986 0.0 -0.1 -0.2
C 0.877 5.648 4.921 0.0 0.0 0.3
O 1.271 6.647 4.101 -0.1 -0.1 0.0
C 0.439 7.809 4.294 -0.1 0.2 0.0
C -0.849 7.277 4.907 0.0 -0.1 0.1
C -0.346 6.076 5.708 -0.2 0.2 -0.4
H 0.964 8.498 4.958 0.0 0.0 0.0
H 0.282 8.295 3.334 0.1 -0.1 -0.1
H -1.380 8.019 5.498 0.1 0.0 0.0
H -1.520 6.934 4.117 0.0 0.0 0.0
H -0.030 6.352 6.715 0.0 -0.1 0.0
H -1.072 5.270 5.756 0.1 -0.1 0.2

15
Properties=species:S:1:pos:R:3:forces:R:3 method="wB97M-V/def2-TZVPD" homo_energy_ev=-8.7 smiles="CN(C)CC=S" relative_energy_kj_mol=162.5 orbital_gap_ev=8.573 charge=0
C 0.417 1.376 -0.007 -0.9 2.0 -0.2
N 0.376 0.003 -0.322 0.3 -1.0 0.9
C 1.623 -0.634 0.010 1.8 0.4 0.9
C -0.732 -0.654 0.317 -1.1 -0.1 -1.4
C -1.968 -0.425 -0.522 -1.4 0.5 1.3
S -3.392 0.101 0.080 0.9 -0.3 -0.4
H 1.243 1.832 -0.538 0.5 0.2 0.4
H 0.356 1.660 1.071 0.6 -0.5 -0.3
H -0.450 1.893 -0.419 -0.3 -0.1 -0.2
H 2.065 -0.390 1.077 -1.0 -0.3 -1.6
H 2.387 -0.291 -0.723 -0.3 -0.4 0.5
H 1.522 -1.715 -0.043 0.1 0.0 -0.2
H -0.556 -1.713 0.248 0.1 -0.7 0.1
H -0.962 -0.407 1.346 0.2 0.3 0.4
H -1.929 -0.635 -1.575 0.4 -0.1 -0.4

The E results, record by record, are as follows: -836.27171, -2780.15929, -6416.73089, -270.44533, -783.99108, -402.24194, -9393.24038, -610.69180 Ha.
The F_max results, record by record, are as follows: 6.8, 2.6, 1.2, 0.8, 2.7, 5.8, 1.5, 2.2 eV/Å.